1.
Formula: C28H78ClFIN2O17P2S11
Source: OMol25
Level of theory: the ωB97M-V functional and the def2-TZVPD basis

The geometry in XYZ format:
```
141
Properties=species:S:1:pos:R:3:forces:R:3
N 2.00067 2.83186 1.49723 -0.15 0.92 0.82
P 1.54207 2.83068 -0.26536 2.60 -1.61 2.53
C 2.93492 1.51984 -0.40806 0.17 -1.63 -0.23
C 2.52902 0.20460 -1.23830 1.89 -0.49 0.09
C 3.90685 -0.64564 -1.45773 -1.40 -0.20 -0.12
Cl 4.35914 -1.36623 0.20748 -0.02 0.41 -1.12
N 2.70931 4.25988 -0.37873 2.10 2.40 -7.59
C 3.07310 4.43996 -1.61435 3.02 -1.38 2.59
O 3.77324 4.42417 -2.66428 -3.73 0.37 4.55
O 0.35747 1.54154 -0.13758 -1.95 1.81 -0.49
C -0.88701 2.18925 -0.46458 0.89 1.13 -1.03
P -2.44692 1.16456 -0.69587 -2.33 -0.21 -2.36
O -3.56368 2.01568 -1.31098 2.33 -1.90 2.12
O -2.04631 -0.03447 -1.87356 -0.56 1.38 2.20
O -2.95359 0.30680 0.68129 1.65 0.64 -1.92
C -0.90980 3.49645 0.49249 2.37 -1.74 0.23
F -0.99331 2.87908 1.82673 0.30 1.24 -1.33
I -2.65239 4.79715 0.51320 0.88 -0.18 -0.25
O 0.38805 4.08694 0.25536 -5.18 -1.16 -0.09
H 2.95027 3.26141 1.49514 -0.86 -0.77 0.20
H 1.43436 3.53500 2.01457 0.57 -0.69 -0.55
H 1.37616 3.06064 -1.67539 -1.10 -0.71 0.40
H 3.91644 1.91828 -0.83899 -1.35 -0.29 0.34
H 3.17366 1.16097 0.66449 -0.44 0.64 -1.83
H 1.84187 -0.51768 -0.65363 0.86 1.50 -1.06
H 2.12171 0.45361 -2.27924 0.35 -0.33 1.44
H 3.73814 -1.56479 -2.13477 0.49 1.78 1.17
H 4.78164 0.00634 -1.78898 -1.22 -0.97 0.42
H -0.76506 2.68568 -1.50993 -0.57 -0.99 1.19
H -2.88939 -0.42425 -2.20642 0.65 0.41 0.52
H -2.27751 -0.37985 0.89872 -0.51 0.68 -0.19
C 0.44490 1.10935 4.20831 -0.09 -0.04 -0.28
S 2.11969 0.84322 4.82336 -0.07 -0.21 -0.19
O 2.73965 -0.23244 3.98817 -0.18 0.15 0.31
C 1.63123 0.09664 6.39336 0.07 -0.23 -0.04
H 0.51104 1.54102 3.20825 0.24 0.01 0.09
H -0.08955 0.15963 4.15954 0.11 0.01 0.18
H -0.08046 1.80339 4.86783 0.07 -0.02 0.05
H 1.02211 -0.79317 6.21054 0.10 0.30 -0.08
H 1.06883 0.82117 6.98259 0.10 -0.06 -0.06
H 2.53430 -0.18737 6.93764 0.03 0.16 -0.11
C -1.28291 -2.55415 -3.99341 0.05 0.02 0.05
S -2.69546 -3.60745 -3.59903 0.08 0.13 0.15
O -3.21683 -3.17740 -2.26464 0.16 -0.09 -0.34
C -1.74143 -5.11942 -3.34634 0.06 -0.09 0.13
H -1.64426 -1.53756 -4.15401 -0.01 -0.10 0.05
H -0.57129 -2.55825 -3.16605 -0.11 0.01 0.03
H -0.80245 -2.91443 -4.90502 -0.09 -0.03 0.02
H -1.00150 -4.96611 -2.55846 -0.06 0.09 -0.03
H -1.24602 -5.39808 -4.27818 -0.06 0.07 0.01
H -2.42683 -5.91519 -3.04976 -0.02 0.14 -0.04
C -7.13684 -2.87556 1.82732 -0.14 -0.01 0.09
S -5.35691 -2.63434 2.01739 0.16 0.12 0.06
O -4.91791 -3.44389 3.19762 -0.34 0.12 -0.19
C -5.45376 -0.91181 2.54652 -0.05 0.02 0.14
H -7.31505 -3.91084 1.53271 0.11 0.07 0.00
H -7.64413 -2.67574 2.77303 0.09 0.00 0.01
H -7.51437 -2.20920 1.04980 0.09 -0.03 0.01
H -6.06440 -0.83283 3.44832 0.02 -0.13 -0.02
H -5.88492 -0.30806 1.74617 0.12 -0.07 -0.03
H -4.44411 -0.55852 2.76052 -0.07 -0.10 -0.12
C 2.20623 4.90961 -5.26916 -0.06 0.05 0.02
S 0.43802 4.63157 -5.03934 0.18 -0.22 -0.06
O 0.25622 3.20151 -4.63781 0.06 0.29 -0.19
C -0.00433 4.76439 -6.78456 0.03 -0.16 -0.08
H 2.69809 4.83302 -4.29641 -0.26 0.00 -0.29
H 2.61804 4.15627 -5.94362 -0.11 -0.02 0.00
H 2.36933 5.90880 -5.67754 -0.03 -0.04 0.00
H 0.54368 4.01953 -7.36583 0.06 -0.04 0.15
H 0.22831 5.76709 -7.14434 -0.09 -0.06 0.10
H -1.07548 4.58553 -6.88510 0.11 0.10 0.09
C -1.07636 -4.02336 6.60933 -0.17 -0.05 0.14
S -0.57076 -2.97246 5.23096 0.16 -0.05 -0.19
O -0.89023 -1.55955 5.60489 -0.40 -0.46 0.02
C -1.85028 -3.53088 4.08722 -0.12 0.03 0.15
H -0.42738 -3.81136 7.46028 0.02 0.07 -0.14
H -2.11205 -3.81029 6.88154 0.02 0.07 -0.07
H -0.96941 -5.07202 6.32588 0.09 0.09 -0.10
H -2.83858 -3.34836 4.51318 0.09 0.03 -0.04
H -1.71891 -4.59544 3.88541 0.10 0.06 0.03
H -1.74885 -2.97158 3.15590 0.09 -0.01 0.13
C -0.74626 2.53997 11.11485 0.07 0.10 0.11
S -0.82497 1.97253 9.40188 0.26 -0.11 -0.17
O 0.56274 1.60584 8.98761 -0.50 0.34 0.39
C -1.19559 3.58642 8.68272 0.05 0.13 -0.02
H -0.48580 1.69043 11.74751 -0.02 0.00 -0.15
H 0.01579 3.31471 11.21717 0.00 -0.04 -0.08
H -1.72085 2.92874 11.41597 0.01 -0.04 -0.06
H -0.40584 4.29702 8.93394 0.02 -0.10 0.01
H -2.15588 3.94245 9.06048 0.02 -0.08 0.00
H -1.25241 3.47652 7.59856 0.03 -0.11 0.12
C -0.02825 -8.54596 5.82529 -0.14 -0.04 -0.01
S 1.37614 -7.77734 4.98918 -0.05 0.38 -0.11
O 0.96976 -6.38985 4.61490 -0.06 -0.57 0.15
C 1.28619 -8.78881 3.49629 -0.08 -0.05 -0.12
H -0.18188 -8.03793 6.77834 0.11 0.02 -0.10
H -0.92685 -8.44753 5.21345 0.08 0.05 -0.03
H 0.18812 -9.59998 6.00910 0.04 0.05 -0.01
H 0.30698 -8.67535 3.02722 0.03 0.06 0.07
H 1.46093 -9.83528 3.75336 0.02 0.06 0.05
H 2.06016 -8.45282 2.80454 -0.05 0.06 0.16
C 6.15663 5.88492 -3.89573 0.03 -0.13 -0.12
S 5.43173 7.37827 -4.60289 -0.06 -0.28 -0.04
O 4.80235 6.99905 -5.90596 0.31 0.14 0.24
C 6.99974 8.19298 -4.97726 0.11 0.06 -0.13
H 5.34797 5.20465 -3.62098 0.12 0.28 -0.05
H 6.80457 5.40102 -4.62938 -0.01 0.15 -0.07
H 6.72801 6.14413 -3.00241 -0.07 0.06 -0.02
H 7.59536 7.56706 -5.64464 -0.09 -0.03 0.03
H 7.54481 8.37848 -4.04997 -0.08 -0.03 0.00
H 6.78678 9.14454 -5.46740 -0.07 -0.10 0.06
C -2.03563 9.56985 -7.36683 0.09 0.07 0.07
S -2.43825 8.13175 -8.38171 0.08 -0.25 0.18
O -1.88567 6.92788 -7.69096 -0.15 0.58 -0.33
C -1.31975 8.53736 -9.74007 0.15 0.02 -0.04
H -2.60020 9.50336 -6.43596 0.01 -0.10 -0.12
H -0.96758 9.58144 -7.14241 -0.04 -0.09 -0.04
H -2.31885 10.48142 -7.89642 -0.03 -0.07 -0.02
H -0.29537 8.61236 -9.37014 -0.07 -0.04 0.06
H -1.62525 9.48153 -10.19485 -0.04 -0.04 0.05
H -1.37841 7.74219 -10.48496 -0.07 0.02 0.14
C 6.73641 -2.51668 -4.63609 0.13 0.05 0.03
S 5.31328 -3.55726 -4.24585 -0.15 0.12 0.34
O 4.82489 -3.15747 -2.89248 0.40 -0.46 -0.68
C 6.24568 -5.09187 -4.05349 0.13 -0.09 0.06
H 6.38860 -1.49040 -4.76098 -0.09 -0.13 0.04
H 7.46244 -2.55639 -3.82213 -0.10 -0.04 0.03
H 7.19458 -2.85827 -5.56624 -0.07 -0.02 0.02
H 7.00206 -4.97366 -3.27526 -0.08 0.07 -0.01
H 6.71951 -5.35245 -5.00187 -0.05 0.05 0.01
H 5.55198 -5.88381 -3.76687 -0.02 0.16 -0.03
C -8.12697 -7.85086 0.25495 -0.12 -0.05 0.06
S -6.34470 -8.03039 0.02547 0.12 -0.24 0.03
O -6.05093 -9.49288 -0.07612 -0.18 0.41 0.13
C -5.88472 -7.49973 1.68822 -0.03 -0.02 0.10
H -8.62608 -8.16860 -0.66140 0.15 0.01 0.03
H -8.46159 -8.47576 1.08494 0.10 -0.01 -0.02
H -8.36620 -6.80419 0.45177 0.07 -0.03 -0.03
H -6.35690 -8.14626 2.43044 -0.02 -0.03 -0.11
H -6.19489 -6.46429 1.84047 0.07 -0.02 -0.04
H -4.80039 -7.56887 1.78622 -0.11 0.02 -0.13
```
Positions in Å, forces in eV/Å.

## Properties
**Net charge**: -1
**HOMO**: -5.10 eV
**Total energy**: -229187.163 eV

Mulliken population analysis, charges in e, atoms 1 to 99: -0.8683 2.1518 -1.0060 -0.1810 -0.3307 -0.2588 -0.7858 0.5877 -0.7579 -0.4275 0.0086 0.6531 -0.6832 -0.2860 -0.2875 -0.0644 -0.1188 0.0297 -0.6833 0.2195 0.2000 -0.2166 0.1628 0.3961 0.2077 0.2410 0.2665 0.3346 -0.0547 0.2382 0.2802 0.0551 0.3693 -0.6121 -0.1902 -0.3395 0.0909 0.2311 -0.1637 0.1458 0.3938 -0.8585 0.4486 -0.5523 -0.9247 0.2494 0.2550 0.4378 0.2998 0.3497 0.3087 -0.7425 0.6142 -0.6545 -0.9831 0.0511 0.3077 0.3662 0.4291 0.3658 0.2382 -0.2132 0.5272 -0.5867 -0.9862 -0.3749 0.3772 0.3733 0.3633 0.2917 0.3375 -0.8856 0.4545 -0.6197 -0.7682 0.3372 0.3362 0.1984 0.2261 0.3700 0.2747 -0.9840 0.5277 -0.5964 -0.8750 0.3132 0.2985 0.3692 0.2990 0.3511 0.2686 -0.9498 0.4506 -0.5038 -0.9422 0.2971 0.2835 0.4004 0.2818


2.
Formula: C2H2NO4S
Source: OMol25
Level of theory: the ωB97M-V functional and the def2-TZVPD basis

The geometry in XYZ format:
```
10
Properties=species:S:1:pos:R:3:forces:R:3
C -0.07751 -0.00859 -0.32753 -3.27 2.01 -2.04
C 0.26962 -0.45841 -1.69312 1.14 -2.37 3.82
N 0.75121 0.72531 0.36069 0.21 0.11 1.83
O 0.23744 0.11754 -2.72786 -0.46 1.45 -2.63
O 0.82788 -1.51945 -1.26970 0.29 -1.63 -1.58
O -0.30442 -0.45259 2.15858 -1.09 -1.18 0.99
O -2.33094 0.38682 1.10097 -1.27 0.80 -0.56
S -1.39028 -0.70070 1.16414 2.20 -1.01 0.81
H 1.35018 1.30367 -0.12266 1.70 1.14 -0.91
H 0.66681 0.60640 1.35648 0.55 0.67 0.27
```
Positions in Å, forces in eV/Å.

## Properties
**Spin multiplicity**: 3
**Net charge**: -1
**HOMO (alpha / beta)**: -1.24 / -5.02 eV
**Total energy**: -22618.412 eV

List of Mulliken charges in e, atom by atom: 0.2336 0.4275 -0.2845 -0.6204 -0.6348 -0.6230 -0.4608 0.5496 0.1284 0.2844


3.
Formula: C2HNS2
Source: OMol25
Level of theory: the ωB97M-V functional and the def2-TZVPD basis

The geometry in XYZ format:
```
6
Properties=species:S:1:pos:R:3:forces:R:3
N 1.78685 -1.35181 0.24755 0.97 -0.36 0.17
C 0.88631 -0.70334 -0.02622 0.65 -1.12 0.75
C -0.30585 -0.11255 -0.37853 -1.53 3.64 2.56
S -1.60912 0.17663 0.84187 0.23 -0.98 -0.91
S -0.41125 1.82784 0.70492 0.57 -1.51 -1.31
H -0.34694 0.16323 -1.38959 -0.89 0.34 -1.26
```
Positions in Å, forces in eV/Å.

## Properties
**HOMO**: -8.96 eV
**Total energy**: -25248.377 eV

List of Mulliken charges in e, atom by atom: -0.3126 0.4451 -0.4634 -0.0229 -0.0820 0.4360


no.,largest force on an atom (eV/A)
1,8.23
2,4.64
3,4.71